# 1
DFT (ωB97M-V with the def2-TZVPD basis set) results for a 10-piece molecular cluster, C46H94F18N2O20P2S6 overall in a non-equilibrium geometry.

## Properties
total energy: -8292.5459 Ha
LUMO energy (spin up / spin down): 0.5 / -1.6 eV
spin multiplicity: 2
F_max: 6.0 eV/Å
gap between HOMO and LUMO (spin up / spin down): 6.58 / 3.82 eV
total charge: -1

CARTESIAN COORDINATES (ANGSTROEM)
C (-6.775, 1.977, -0.628)
C (-6.436, 3.474, -0.797)
O (-6.717, 4.360, -0.005)
N (-5.761, 3.796, -2.155)
H (-5.988, 3.091, -2.841)
H (-6.228, 4.592, -2.565)
C (-4.215, 3.890, -2.127)
H (-6.063, 1.293, -1.088)
H (-7.778, 1.642, -0.893)
H (-6.726, 1.815, 0.449)
H (-3.981, 4.582, -1.318)
H (-3.852, 4.176, -3.114)
H (-3.767, 3.054, -1.590)
C (-2.865, -1.086, -0.587)
N (-1.373, -0.907, -0.042)
C (-1.178, -1.584, 1.329)
C (-0.375, -1.567, -1.023)
C (-1.133, 0.663, 0.301)
C (-1.022, 1.581, -0.956)
O (-1.961, 1.262, -1.932)
H (-3.276, -2.038, -0.250)
H (-2.861, -0.978, -1.671)
H (-3.505, -0.293, -0.202)
H (-1.249, -2.658, 1.153)
H (-1.983, -1.292, 2.003)
H (-0.261, -1.318, 1.855)
H (-0.801, -2.537, -1.278)
H (0.664, -1.676, -0.712)
H (-0.393, -0.903, -1.887)
H (-0.179, 0.811, 0.806)
H (-1.932, 1.063, 0.926)
H (-0.047, 1.403, -1.408)
H (-0.966, 2.652, -0.759)
H (-1.542, 1.041, -2.767)
C (-0.504, 5.119, -5.056)
C (0.766, 5.857, -4.694)
C (0.769, 6.145, -3.115)
C (2.058, 6.796, -2.579)
P (1.981, 7.183, -0.790)
C (0.774, 8.538, -0.672)
C (0.631, 9.172, 0.757)
C (0.758, 10.722, 0.679)
C (2.295, 11.189, 0.606)
C (3.762, 7.699, -0.310)
C (4.444, 8.663, -1.315)
C (5.819, 9.229, -0.875)
C (5.865, 10.010, 0.564)
C (1.487, 5.750, 0.342)
C (2.105, 4.315, 0.113)
C (1.719, 3.457, 1.303)
C (2.841, 2.443, 1.624)
H (-0.550, 4.619, -6.023)
H (-1.476, 5.606, -4.984)
H (-0.712, 4.221, -4.474)
H (0.733, 6.785, -5.265)
H (1.644, 5.246, -4.907)
H (0.710, 5.180, -2.613)
H (-0.098, 6.784, -2.945)
H (2.253, 7.667, -3.204)
H (2.844, 6.056, -2.729)
H (-0.139, 8.044, -1.002)
H (1.141, 9.306, -1.353)
H (1.325, 8.652, 1.417)
H (-0.350, 8.916, 1.155)
H (0.317, 11.185, 1.562)
H (0.257, 11.137, -0.195)
H (2.429, 12.015, 1.305)
H (2.481, 11.477, -0.428)
H (2.993, 10.409, 0.911)
H (4.349, 6.781, -0.285)
H (3.763, 8.048, 0.723)
H (3.752, 9.503, -1.370)
H (4.405, 8.187, -2.295)
H (6.126, 9.874, -1.698)
H (6.571, 8.444, -0.956)
H (6.674, 10.735, 0.650)
H (5.935, 9.372, 1.445)
H (4.968, 10.603, 0.741)
H (0.412, 5.678, 0.173)
H (1.657, 6.193, 1.323)
H (3.166, 4.564, 0.077)
H (1.770, 3.957, -0.861)
H (0.715, 3.034, 1.316)
H (1.669, 4.045, 2.219)
H (2.955, 1.647, 0.888)
H (2.463, 1.917, 2.500)
H (3.867, 2.755, 1.823)
C (0.742, -8.158, 5.015)
C (0.856, -6.835, 4.116)
C (1.338, -6.868, 2.620)
C (0.292, -7.640, 1.773)
P (0.909, -8.235, 0.225)
C (-0.425, -8.877, -0.821)
C (-1.521, -9.758, -0.220)
C (-2.800, -9.888, -1.026)
C (-4.013, -10.453, -0.308)
C (1.850, -6.746, -0.367)
C (2.236, -6.739, -1.883)
C (3.244, -5.536, -2.174)
C (2.715, -4.147, -1.879)
C (2.057, -9.642, 0.558)
C (1.509, -10.969, 1.266)
C (2.633, -11.869, 1.870)
C (2.084, -13.053, 2.650)
H (0.302, -8.031, 6.004)
H (1.717, -8.624, 5.153)
H (0.313, -9.010, 4.487)
H (1.403, -5.993, 4.539)
H (-0.136, -6.455, 3.868)
H (2.286, -7.402, 2.564)
H (1.517, -5.848, 2.282)
H (-0.552, -7.024, 1.462)
H (-0.128, -8.453, 2.365)
H (0.014, -9.425, -1.654)
H (-1.071, -8.086, -1.203)
H (-1.729, -9.677, 0.847)
H (-1.102, -10.760, -0.317)
H (-2.467, -10.531, -1.841)
H (-3.097, -8.964, -1.522)
H (-4.191, -11.524, -0.411)
H (-4.927, -9.930, -0.586)
H (-3.842, -10.402, 0.768)
H (2.729, -6.624, 0.266)
H (1.241, -5.864, -0.170)
H (1.417, -6.652, -2.598)
H (2.569, -7.683, -2.314)
H (3.678, -5.599, -3.172)
H (4.076, -5.585, -1.472)
H (2.647, -4.131, -0.791)
H (1.652, -4.127, -2.120)
H (3.246, -3.250, -2.194)
H (2.906, -9.331, 1.167)
H (2.285, -9.896, -0.477)
H (0.833, -11.586, 0.675)
H (0.785, -10.736, 2.046)
H (3.169, -11.297, 2.627)
H (3.378, -11.965, 1.079)
H (2.735, -13.927, 2.656)
H (1.155, -13.344, 2.159)
H (1.935, -12.978, 3.727)
C (2.463, 1.079, -5.057)
F (3.543, 0.445, -5.450)
F (2.999, 1.990, -4.275)
F (1.784, 1.590, -6.117)
S (1.392, -0.210, -3.989)
O (0.131, 0.493, -3.672)
O (1.177, -1.333, -4.871)
O (2.262, -0.485, -2.830)
C (3.691, -1.844, 2.132)
F (2.503, -1.342, 1.854)
F (3.837, -2.079, 3.420)
F (3.728, -3.001, 1.606)
S (5.129, -0.767, 1.539)
O (6.341, -1.501, 1.870)
O (4.943, -0.572, 0.108)
O (5.093, 0.472, 2.342)
C (-2.022, 4.746, 1.689)
F (-0.993, 4.120, 2.223)
F (-1.980, 6.023, 1.970)
F (-1.902, 4.707, 0.379)
S (-3.701, 3.946, 2.362)
O (-3.484, 3.665, 3.758)
O (-4.758, 4.918, 2.132)
O (-3.925, 2.794, 1.520)
C (-3.274, 0.937, -5.010)
F (-2.837, 0.794, -6.252)
F (-2.845, 0.000, -4.169)
F (-2.979, 2.201, -4.618)
S (-5.214, 0.664, -4.821)
O (-5.817, 0.518, -6.196)
O (-5.447, -0.509, -4.033)
O (-5.696, 1.943, -4.317)
C (-5.892, -0.848, 2.705)
F (-4.855, -0.468, 1.924)
F (-7.077, -0.229, 2.411)
F (-6.116, -2.187, 2.623)
S (-5.397, -0.186, 4.548)
O (-5.176, 1.276, 4.459)
O (-6.549, -0.554, 5.431)
O (-4.178, -0.872, 4.953)
C (-0.110, 1.426, 4.640)
F (0.933, 0.507, 4.729)
F (0.476, 2.639, 4.488)
F (-0.845, 1.166, 3.506)
S (-1.270, 1.446, 6.170)
O (-1.594, 0.032, 6.465)
O (-0.444, 2.133, 7.157)
O (-2.559, 2.136, 5.805)

=====

# 2
DFT (ωB97M-V with the def2-TZVPD basis set) results for an isolated molecule of H9NO2Si5 in a non-equilibrium geometry.

## Properties
total energy: -1657.9042 Ha
LUMO energy: -0.3 eV
energy relative to the best compared isomer or geometry (same formula, charge and spin): 0.0 kcal/mol
F_max: 3.3 eV/Å
gap between HOMO and LUMO: 9.51 eV
SMILES: O=[N+]([O-])[SiH]1[SiH2][SiH2][SiH2][SiH2]1

CARTESIAN COORDINATES (ANGSTROEM)
O (3.138, 0.057, -1.305)
N (1.992, 0.185, -0.893)
O (1.100, 0.671, -1.624)
Si (1.637, -0.055, 0.881)
Si (0.147, 1.726, 1.155)
Si (-1.426, 1.328, -0.652)
Si (-1.578, -1.116, -0.888)
Si (0.201, -1.947, 0.425)
H (2.999, -0.304, 1.451)
H (1.080, 2.729, 1.383)
H (-0.543, 1.126, 2.427)
H (-1.422, 2.038, -1.958)
H (-2.587, 1.951, -0.061)
H (-2.651, -1.446, 0.056)
H (-2.361, -1.420, -2.300)
H (-0.470, -2.246, 1.785)
H (0.743, -3.276, 0.119)

=====

# 3
DFT (ωB97M-V with the def2-TZVPD basis set) results for a 9-piece molecular cluster, C20H52BF4N3O10S5 overall in a non-equilibrium geometry.

## Properties
total energy: -4124.7464 Ha
LUMO energy: -6.5 eV
energy relative to the best compared isomer or geometry (same formula, charge and spin): 0.0 kcal/mol
F_max: 3.0 eV/Å
gap between HOMO and LUMO: 7.09 eV
total charge: +2

CARTESIAN COORDINATES (ANGSTROEM)
N (2.268, -0.249, -3.820)
H (2.080, -0.457, -2.832)
H (3.181, 0.180, -3.995)
H (1.644, 0.486, -4.172)
H (2.239, -1.053, -4.446)
N (4.994, 0.768, 0.039)
H (5.474, 0.081, -0.534)
H (4.002, 0.469, 0.088)
H (5.106, 1.718, -0.311)
H (5.355, 0.822, 1.004)
N (2.830, -3.741, -0.807)
H (2.343, -4.553, -1.189)
H (3.186, -4.074, 0.102)
H (2.283, -2.859, -0.735)
H (3.652, -3.557, -1.383)
B (1.890, -0.280, -0.253)
F (1.329, -1.453, -0.765)
F (0.957, 0.590, 0.289)
F (2.721, -0.674, 0.813)
F (2.623, 0.323, -1.318)
C (-2.581, -3.978, -2.828)
C (-2.768, -2.945, -1.704)
C (-2.852, -1.564, -2.350)
S (-1.489, -1.533, -3.532)
O (-0.215, -1.258, -2.872)
O (-1.941, -0.761, -4.682)
C (-1.555, -3.342, -3.800)
H (-3.459, -4.306, -3.377)
H (-2.049, -4.826, -2.400)
H (-1.870, -3.016, -1.083)
H (-3.592, -3.122, -1.014)
H (-2.823, -0.763, -1.609)
H (-3.807, -1.419, -2.856)
H (-0.535, -3.561, -3.487)
H (-1.750, -3.410, -4.868)
C (-0.158, 3.609, -1.946)
C (-1.324, 2.683, -1.845)
C (-1.886, 2.389, -3.253)
S (-1.629, 4.005, -4.135)
O (-2.894, 4.730, -4.103)
O (-0.864, 3.780, -5.333)
C (-0.545, 4.758, -2.849)
H (0.776, 3.110, -2.214)
H (0.029, 4.088, -0.980)
H (-2.181, 3.129, -1.332)
H (-1.136, 1.714, -1.376)
H (-2.819, 1.877, -3.465)
H (-1.124, 1.822, -3.804)
H (-1.154, 5.555, -2.431)
H (0.257, 5.219, -3.425)
C (-2.905, 0.400, 0.803)
C (-3.929, 1.448, 0.304)
C (-4.128, 2.569, 1.311)
S (-2.470, 2.860, 1.950)
O (-2.468, 3.002, 3.394)
O (-1.673, 3.756, 1.142)
C (-1.864, 1.149, 1.633)
H (-2.356, 0.018, -0.062)
H (-3.235, -0.523, 1.281)
H (-4.807, 0.873, 0.009)
H (-3.600, 1.921, -0.626)
H (-4.650, 2.073, 2.131)
H (-4.545, 3.503, 0.949)
H (-1.316, 0.835, 2.521)
H (-1.000, 1.353, 0.991)
C (-1.387, -2.916, 1.891)
C (-1.286, -4.458, 1.864)
C (-0.273, -4.956, 2.877)
S (1.005, -3.629, 2.857)
O (2.158, -4.150, 2.141)
O (1.106, -2.882, 4.079)
C (0.071, -2.498, 1.710)
H (-1.808, -2.691, 2.879)
H (-2.219, -2.568, 1.280)
H (-1.078, -4.683, 0.815)
H (-2.275, -4.830, 2.138)
H (0.188, -5.848, 2.460)
H (-0.689, -5.104, 3.869)
H (0.517, -2.791, 0.765)
H (0.405, -1.491, 1.948)
C (1.461, 2.072, 3.641)
C (2.018, 3.324, 4.280)
C (3.442, 3.566, 3.850)
S (4.080, 1.820, 3.786)
O (4.791, 1.399, 4.954)
O (4.702, 1.753, 2.458)
C (2.451, 0.892, 3.775)
H (1.226, 2.324, 2.599)
H (0.465, 1.943, 4.069)
H (2.205, 3.176, 5.353)
H (1.297, 4.134, 4.195)
H (4.134, 4.111, 4.486)
H (3.509, 3.910, 2.817)
H (2.067, 0.454, 4.692)
H (2.440, 0.230, 2.916)

=====

# 4
DFT (ωB97M-V with the def2-TZVPD basis set) results for C3H7FInO2 as an isolated structure in a non-equilibrium geometry.

## Properties
total energy: -558.3829 Ha
LUMO energy (spin up / spin down): -8.1 / -8.1 eV
F_max: 4.4 eV/Å
gap between HOMO and LUMO (spin up / spin down): 4.85 / 4.85 eV
total charge: +1

CARTESIAN COORDINATES (ANGSTROEM)
In (1.668, 0.819, -0.935)
F (2.650, 0.147, 0.505)
O (0.203, 1.861, -0.746)
C (-1.040, 1.478, -0.267)
C (-1.090, 0.102, 0.399)
O (-0.670, -0.947, -0.438)
C (0.630, -1.519, -0.222)
H (-1.774, 1.456, -1.101)
H (-1.430, 2.198, 0.483)
H (-2.133, -0.115, 0.678)
H (-0.472, 0.116, 1.319)
H (1.510, -2.198, -0.295)
H (1.762, -0.885, 0.624)
H (0.185, -2.513, -0.005)

=====

# 5
DFT (ωB97M-V with the def2-TZVPD basis set) results for C24H42O7P2Sn as an isolated structure in a non-equilibrium geometry.

## Properties
total energy: -2363.4993 Ha
LUMO energy: 0.3 eV
energy relative to the best compared isomer or geometry (same formula, charge and spin): 20.3 kcal/mol
F_max: 1.2 eV/Å
gap between HOMO and LUMO: 7.80 eV

CARTESIAN COORDINATES (ANGSTROEM)
Sn (1.969, 1.068, -1.260)
C (-0.015, -0.678, 5.698)
C (0.104, -1.417, 4.372)
C (0.893, -2.713, 4.528)
O (0.783, -0.568, 3.445)
P (0.257, -0.342, 1.951)
O (1.132, 0.641, 1.322)
C (0.178, -1.980, 1.177)
P (-0.598, -1.801, -0.469)
O (0.071, -0.812, -1.310)
O (-0.679, -3.285, -1.063)
C (0.398, -4.147, -1.437)
C (1.593, -3.401, -2.009)
C (0.780, -5.048, -0.263)
O (-2.104, -1.412, -0.291)
C (-3.276, -2.189, -0.030)
C (-3.732, -2.906, -1.295)
C (-3.109, -3.152, 1.137)
O (-1.280, 0.046, 2.074)
C (-1.542, 1.445, 2.332)
C (-1.821, 2.154, 1.020)
C (-2.716, 1.533, 3.297)
H (-0.530, -1.298, 6.426)
H (-0.571, 0.247, 5.563)
H (0.975, -0.430, 6.069)
H (-0.903, -1.633, 3.986)
H (1.912, -2.478, 4.820)
H (0.927, -3.263, 3.591)
H (0.437, -3.342, 5.286)
H (-0.357, -2.700, 1.785)
H (1.213, -2.290, 1.042)
H (-0.039, -4.775, -2.224)
H (2.123, -2.845, -1.238)
H (1.259, -2.696, -2.764)
H (2.278, -4.110, -2.468)
H (1.277, -4.483, 0.520)
H (1.452, -5.826, -0.614)
H (-0.108, -5.519, 0.154)
H (-4.017, -1.424, 0.240)
H (-3.030, -3.693, -1.556)
H (-3.778, -2.200, -2.118)
H (-4.718, -3.338, -1.142)
H (-2.392, -3.929, 0.885)
H (-4.066, -3.621, 1.357)
H (-2.777, -2.614, 2.021)
H (-0.646, 1.874, 2.798)
H (-2.643, 1.663, 0.504)
H (-0.945, 2.121, 0.377)
H (-2.083, 3.191, 1.212)
H (-3.611, 1.128, 2.830)
H (-2.891, 2.574, 3.557)
H (-2.514, 0.972, 4.206)
C (0.602, 2.852, -1.893)
C (-0.128, 3.766, -2.254)
C (-0.940, 4.851, -2.685)
C (-1.023, 5.179, -4.042)
C (-1.773, 6.261, -4.458)
C (-2.458, 7.037, -3.533)
C (-2.394, 6.712, -2.186)
C (-1.645, 5.630, -1.765)
H (-0.484, 4.577, -4.760)
H (-1.817, 6.505, -5.511)
H (-3.036, 7.891, -3.859)
H (-2.923, 7.310, -1.455)
H (-1.590, 5.381, -0.714)
C (5.490, -0.138, -3.402)
C (5.063, 1.209, -2.812)
C (6.063, 1.673, -1.751)
O (3.800, 1.101, -2.247)
H (6.501, -0.085, -3.800)
H (4.800, -0.421, -4.194)
H (5.454, -0.900, -2.625)
H (5.038, 1.956, -3.623)
H (6.042, 0.981, -0.911)
H (5.770, 2.657, -1.392)
H (7.072, 1.714, -2.156)

=====

# 6
DFT (ωB97M-V with the def2-TZVPD basis set) results for an isolated molecule of CH5ClN4 in a non-equilibrium geometry.

## Properties
total energy: -720.2338 Ha
LUMO energy: 0.1 eV
energy relative to the best compared isomer or geometry (same formula, charge and spin): 8.1 kcal/mol
F_max: 5.1 eV/Å
gap between HOMO and LUMO: 9.45 eV
SMILES: [H]/N=C(/N)N(N)Cl

CARTESIAN COORDINATES (ANGSTROEM)
H (-0.770, 1.868, 0.077)
N (-1.073, 1.108, -0.595)
C (-0.670, -0.042, -0.394)
N (-1.020, -1.162, -1.042)
N (0.335, -0.386, 0.755)
N (0.820, 0.690, 1.371)
Cl (1.814, -1.229, -0.164)
H (-1.488, -0.963, -1.948)
H (-0.425, -1.843, -0.806)
H (0.891, 1.430, 0.710)
H (1.587, 0.529, 2.036)

=====

Look up the total energy of the sixth one.
-720.2338 Ha